1.
Below is a 2-piece molecular cluster, C6H14P overall in a non-equilibrium geometry, with properties calculated with wB97M-V/def2-TZVPD.

The value obtained for the energy relative to the best compared isomer or geometry (same formula, charge and spin) is 132.1 kcal per mole. The charge is +1. The HOMO-LUMO gap comes out at 8.04 eV.

Each line ends with the natural charge from an NBO analysis.
Element x y z (Å)
C 2.65 0.84 0.34  -0.453
C 2.67 -0.76 0.26  -0.448
C 1.95 0.09 -0.72  0.054
C -1.41 -1.50 0.88  -0.890
C -1.89 -0.23 -1.73  -0.848
C -1.38 1.54 0.72  -0.911
P -0.81 -0.05 -0.16  1.000
H 2.19 1.23 1.18  0.247
H 3.38 1.48 0.20  0.241
H 3.52 -1.25 -0.21  0.260
H 2.05 -1.22 1.14  0.274
H 2.03 0.28 -1.72  0.217
H -2.42 -1.59 0.72  0.250
H -0.99 -1.26 1.81  0.244
H -1.16 -2.38 0.38  0.255
H -2.95 -0.19 -1.25  0.250
H -1.45 -1.05 -2.09  0.230
H -1.68 0.71 -2.25  0.248
H -0.72 2.34 0.16  0.267
H -1.04 1.50 1.73  0.246
H -2.54 1.47 0.61  0.266

2.
Below is a 2-piece molecular cluster, C2H4Cl3OP overall in a non-equilibrium geometry, with properties calculated with wB97M-V/def2-TZVPD.

The value obtained for the energy relative to the best compared isomer or geometry (same formula, charge and spin) is 124.0 kcal per mole. The HOMO-LUMO gap (spin up / spin down) comes out at 7.42 / 7.84 eV.

Each line ends with the natural charge from an NBO analysis.
Element x y z (Å)
C -0.06 -0.38 -0.65  0.099
C -1.21 0.31 -0.14  -0.167
O 0.09 -1.70 -0.44  -0.663
P 1.65 0.75 1.24  0.043
Cl -1.73 -0.31 1.45  0.019
Cl -1.03 2.08 -0.25  0.042
Cl -2.55 -0.09 -1.25  -0.001
H 0.53 0.10 -1.39  0.227
H -0.15 -1.95 0.50  0.501
H 2.12 1.50 0.20  -0.046
H 2.35 -0.29 0.73  -0.055

> What is the energy relative to the best compared isomer or geometry (same formula, charge and spin) in the first record?

132.1 kcal per mole

> What is the energy relative to the best compared isomer or geometry (same formula, charge and spin) in the first record?

132.1 kcal per mole

> Number 1 is which compound?

C6H14P

> Number 2 is which compound?

C2H4Cl3OP